Record 1
Molecular formula: C16H24Cl5N4OReS
Method: DFT, ωB97M-V/def2-TZVPD

Structure (ORCA input):
```
! wB97M-V def2-TZVPD RIJCOSX def2/J DEFGRID3
* xyz 3 4
Re -0.02 -0.33 0.06
Cl 2.09 -0.68 -1.18
C 1.75 1.05 -1.42
C 0.55 1.36 -0.80
C 0.12 2.69 -0.83
Cl -1.34 3.11 -0.06
C 0.91 3.64 -1.48
Cl 0.41 5.27 -1.53
C 2.13 3.27 -2.10
Cl 3.07 4.42 -2.88
C 2.58 1.92 -2.07
Cl 4.04 1.42 -2.78
C -1.40 0.39 5.18
N -1.17 0.62 3.74
C -0.13 1.61 3.41
C -1.70 -0.15 2.80
O -1.00 -0.27 1.66
N -2.83 -0.82 2.88
C -3.91 -0.44 3.81
C -3.10 -1.92 1.95
H -0.42 0.42 5.66
H -1.83 -0.59 5.34
H -2.03 1.17 5.60
H -0.18 2.39 4.16
H -0.32 2.06 2.44
H 0.86 1.15 3.44
H -3.78 0.59 4.13
H -3.93 -1.10 4.68
H -4.85 -0.53 3.27
H -2.26 -2.62 1.93
H -3.32 -1.54 0.95
H -3.97 -2.45 2.32
C -0.52 -3.62 -4.41
C 0.36 -2.52 -3.87
N -0.30 -1.19 -3.99
C -1.09 -0.60 -3.12
S -1.32 -1.37 -1.52
N -1.75 0.50 -3.41
C -2.89 1.09 -2.66
C -4.21 0.45 -3.06
H 0.01 -4.57 -4.35
H -0.77 -3.45 -5.46
H -1.44 -3.72 -3.84
H 1.30 -2.44 -4.42
H 0.61 -2.67 -2.82
H -0.27 -0.80 -4.92
H -1.65 0.85 -4.35
H -2.87 2.15 -2.89
H -2.68 0.98 -1.60
H -4.40 0.57 -4.13
H -5.02 0.93 -2.52
H -4.22 -0.62 -2.83
*
```

Output
⟨S²⟩   3.8010
Kohn-Sham gap (alpha / beta)   6.52 / 6.20 eV
Highest occupied orbital energy (alpha / beta)   -17.67 / -17.91 eV
Largest force on an atom   0.4 eV/Å
ΔE to the lowest compared entry with this formula, charge and spin   0.00 kJ/mol

Here are the natural (NBO) charges for atoms 1 to 8, given in e: Re 1.39; Cl 0.20; C -0.05; C -0.27; C -0.08; Cl 0.11; C -0.09; Cl 0.18

=====

Record 2
Molecular formula: C33H57N3O4ScSi
Method: DFT, ωB97M-V/def2-TZVPD

Structure (ORCA input):
```
! wB97M-V def2-TZVPD RIJCOSX def2/J DEFGRID3
* xyz 1 1
O 1.71 -2.37 -1.76
O 0.78 -0.50 -3.17
C 2.87 -2.48 -0.88
C 2.74 -3.20 0.44
H 3.18 -1.42 -0.71
H 3.63 -2.94 -1.47
H 2.22 -2.56 1.21
H 3.77 -3.37 0.82
H 2.26 -4.19 0.41
C 0.40 -2.82 -1.22
C -0.12 -4.01 -1.98
H -0.25 -1.94 -1.32
H 0.51 -3.00 -0.13
H -0.39 -3.76 -3.03
H -1.00 -4.41 -1.51
H 0.61 -4.84 -2.03
C -0.46 0.18 -3.76
C 1.90 -0.80 -4.10
C -1.57 -0.82 -3.66
H -0.17 0.41 -4.80
H -0.61 1.10 -3.20
H -1.27 -1.74 -4.18
H -2.48 -0.44 -4.13
H -1.80 -1.05 -2.62
C 1.36 -1.88 -4.95
H 2.71 -1.07 -3.46
H 2.10 0.14 -4.59
H 0.93 -2.67 -4.34
H 2.16 -2.30 -5.56
H 0.58 -1.45 -5.58
H 1.10 -0.58 -2.26
N -0.53 -0.36 2.94
C -1.30 0.16 3.90
C -2.09 1.30 3.74
C -2.44 1.93 2.55
C -1.44 -0.53 5.22
H -0.50 -0.91 5.60
H -2.14 -1.35 5.15
H -1.83 0.17 5.94
C -3.62 2.85 2.52
H -4.35 2.55 1.78
H -3.31 3.88 2.36
H -4.09 2.80 3.50
N -1.77 1.74 1.43
C -0.23 -1.75 3.00
C 0.99 -2.17 3.58
C 1.95 -1.20 4.18
C 1.25 -3.54 3.67
H 2.21 -3.84 4.10
C 0.31 -4.48 3.25
H 0.53 -5.54 3.34
C -0.92 -4.05 2.75
H -1.69 -4.78 2.47
C -1.22 -2.70 2.65
C -2.60 -2.29 2.25
C -2.02 2.32 0.17
C -1.42 3.58 -0.12
C -0.63 4.27 0.96
C -1.54 4.08 -1.41
H -1.04 5.03 -1.65
C -2.24 3.39 -2.37
H -2.30 3.76 -3.39
C -2.91 2.18 -2.06
H -3.48 1.67 -2.81
C -2.80 1.63 -0.78
C -3.48 0.34 -0.48
Sc 0.28 1.14 1.50
H 2.36 -0.47 3.46
H 2.79 -1.76 4.60
H 1.51 -0.61 5.00
H -2.63 -1.49 1.50
H -3.22 -1.97 3.11
H -3.11 -3.17 1.81
H -0.09 5.12 0.53
H 0.11 3.64 1.47
H -1.30 4.67 1.75
H -3.92 0.32 0.53
H -2.78 -0.51 -0.57
H -4.29 0.14 -1.19
H -2.64 1.63 4.62
C 0.99 0.98 -0.52
Si 2.13 2.12 -1.49
H -0.15 0.94 -0.70
H 1.52 0.16 0.07
C 3.78 1.41 -1.99
C 2.43 3.69 -0.61
C 1.45 2.77 -3.13
H 2.03 3.67 -3.40
H 0.41 3.08 -3.07
H 1.56 2.10 -4.00
H 4.42 1.21 -1.13
H 4.32 2.15 -2.59
H 3.76 0.51 -2.60
H 2.58 3.61 0.46
H 1.64 4.41 -0.76
H 3.31 4.17 -1.00
O 2.25 3.25 3.13
N 1.57 2.41 2.56
O 2.21 1.30 2.20
*
```

Output
Kohn-Sham gap   8.11 eV
Highest occupied orbital energy   -10.69 eV
Largest force on an atom   4.7 eV/Å

Here are the Löwdin charges for atoms 1 to 8, given in e: O -0.22; O -0.13; C -0.23; C -0.07; H 0.11; H 0.11; H 0.08; H 0.10

=====

Record 3
Molecular formula: C19H43N6O5
Method: DFT, ωB97M-V/def2-TZVPD

Structure (ORCA input):
```
! wB97M-V def2-TZVPD RIJCOSX def2/J DEFGRID3
* xyz 2 2
N 2.47 1.96 1.78
H 1.91 1.18 1.45
H 3.08 2.34 1.06
H 3.06 1.66 2.54
H 1.84 2.71 2.01
C 0.00 0.57 -3.06
N 1.20 1.52 -3.20
C 2.50 0.72 -3.02
C 0.95 2.10 -4.61
C 1.03 2.60 -2.17
C 1.67 4.04 -2.50
O 3.06 3.94 -2.68
H 0.08 -0.16 -3.86
H -0.88 1.21 -3.19
H -0.15 0.19 -2.05
H 2.62 0.30 -2.02
H 3.32 1.40 -3.23
H 2.44 -0.07 -3.77
H -0.05 2.52 -4.70
H 1.13 1.38 -5.40
H 1.61 2.94 -4.79
H 1.46 2.25 -1.23
H -0.03 2.81 -2.08
H 1.38 4.75 -1.73
H 1.11 4.55 -3.28
H 3.46 3.59 -1.88
C -1.28 -0.69 0.28
C -0.10 0.24 0.73
O 1.00 -0.20 1.09
O -0.20 1.46 0.52
H -1.87 -0.84 1.19
H -0.91 -1.64 -0.08
H -1.92 -0.22 -0.47
C 3.26 0.00 4.58
O 3.66 0.98 3.91
N 3.08 -1.22 4.06
C 2.65 -2.31 4.98
C 3.31 -1.64 2.69
H 3.12 0.13 5.66
H 3.47 -3.03 5.04
H 1.73 -2.73 4.59
H 2.47 -2.10 6.03
H 3.96 -2.52 2.77
H 2.37 -2.03 2.30
H 3.72 -0.91 2.00
C -6.07 -0.62 -1.21
C -5.65 -2.08 -1.48
O -6.44 -2.92 -1.88
C -4.20 -2.34 -1.45
H -5.77 -0.03 -2.08
H -5.61 -0.15 -0.35
H -7.16 -0.61 -1.14
H -3.62 -1.61 -2.00
H -4.05 -3.24 -2.04
H -3.87 -2.58 -0.43
C -2.65 3.85 0.27
C -4.09 4.16 0.33
N -5.19 4.43 0.36
H -2.32 3.75 -0.76
H -2.54 2.85 0.67
H -2.03 4.53 0.86
C -0.62 -3.26 2.87
C -1.12 -3.08 4.29
N -1.50 -2.88 5.33
H -0.82 -4.27 2.52
H 0.43 -2.98 2.89
H -1.20 -2.69 2.15
C 0.66 -3.86 -0.18
C 0.76 -3.20 -1.50
N 0.82 -2.80 -2.56
H 1.07 -3.12 0.51
H 1.31 -4.73 -0.27
H -0.35 -4.22 0.04
*
```

Output
⟨S²⟩   0.7554
Kohn-Sham gap (alpha / beta)   7.52 / 2.51 eV
Highest occupied orbital energy (alpha / beta)   -13.53 / -13.52 eV
Largest force on an atom   5.1 eV/Å

Here are the Löwdin charges for atoms 1 to 8, given in e: N 0.32; H 0.04; H 0.14; H 0.05; H 0.15; C 0.01; N -0.31; C 0.05

=====

no.,E_tot (eV)
1,-100538.4903
2,-76377.1940
3,-39558.5245